23
Properties=species:S:1:pos:R:3:forces:R:3:nbo_charge:R:1 method="wB97M-V/def2-TZVPD" orbital_gap_ev=9.62 charge=0 homo_energy_ev=-9.0
C 3.745 -0.015 -0.231 0.57 0.01 0.01 -0.220
C 2.699 -0.182 0.272 -2.07 -0.05 0.52 0.012
C 1.297 -0.244 0.542 -0.24 0.40 -2.16 -0.323
C 0.698 -1.612 0.273 0.07 0.36 0.18 -0.366
C -0.782 -1.631 0.543 -0.47 0.41 -3.02 -0.756
P -1.836 -0.339 -0.239 1.43 -0.84 0.80 1.772
O -1.645 -0.743 -1.783 -1.84 -0.43 -1.58 -1.019
S -3.618 -0.133 0.409 -0.48 -0.09 -0.10 -0.589
N -0.855 0.927 0.129 0.69 0.02 -0.44 -0.823
C -1.243 2.288 0.336 0.97 -0.30 0.53 -0.391
C 0.594 0.869 -0.300 -2.54 -3.78 -1.36 -0.181
H 4.619 -0.224 -0.673 2.80 -0.05 -1.23 0.215
H 1.118 -0.027 1.525 -0.53 0.76 2.81 0.225
H 1.083 -2.369 0.943 0.60 0.00 0.26 0.218
H 0.952 -1.947 -0.710 0.03 -0.10 -0.89 0.213
H -1.097 -2.599 0.193 -0.79 -0.44 0.67 0.240
H -0.925 -1.330 1.512 -0.61 -0.34 2.91 0.227
H -2.505 -1.052 -2.214 1.64 0.78 0.89 0.528
H -2.236 2.544 0.557 -1.45 -0.53 0.94 0.232
H -0.525 2.636 1.049 -0.07 0.77 0.92 0.186
H -1.067 2.836 -0.521 0.59 1.36 -2.23 0.174
H 1.007 1.821 -0.214 0.85 1.38 0.19 0.217
H 0.522 0.526 -1.397 0.85 0.71 1.39 0.209



44
Properties=species:S:1:pos:R:3:forces:R:3:nbo_charge:R:1 method="wB97M-V/def2-TZVPD" orbital_gap_ev="6.13 / 6.43" charge=0 homo_energy_ev="-8.6 / -8.4"
Au 1.287 0.438 0.038 -0.53 0.00 -0.01 1.230
O 3.437 -0.500 -3.414 0.05 -0.06 -0.01 -0.606
C 2.923 -0.308 -2.332 0.05 0.02 -0.12 0.729
O 1.808 0.308 -2.116 0.26 0.25 0.04 -0.740
C 3.624 -0.870 -1.095 0.03 -0.04 -0.04 0.110
C 4.858 -1.490 -1.132 -0.08 0.01 0.01 -0.203
C 5.395 -1.966 0.058 0.01 0.00 -0.01 -0.144
C 4.690 -1.830 1.246 -0.03 0.01 -0.04 -0.203
C 3.457 -1.204 1.218 -0.03 -0.11 0.02 0.110
N 2.970 -0.751 0.063 -0.03 0.14 -0.09 -0.512
C 2.566 -1.038 2.450 -0.17 0.12 0.41 0.726
O 2.970 -1.512 3.498 0.15 -0.17 -0.05 -0.630
O 1.450 -0.441 2.251 0.29 0.19 -0.08 -0.776
H 5.359 -1.578 -2.085 0.01 0.00 0.00 0.258
H 6.365 -2.445 0.058 0.01 -0.01 0.00 0.229
H 5.058 -2.192 2.195 0.00 0.01 0.02 0.260
C -2.485 -1.587 0.655 -0.01 -0.03 0.02 -0.981
Sb -0.430 -1.660 0.133 -0.14 -0.06 -0.13 1.364
C -0.435 -2.330 -1.887 -0.06 -0.03 0.02 -1.005
C 0.325 -3.351 1.168 -0.03 -0.02 0.05 -0.993
H -2.921 -2.562 0.440 0.01 -0.01 0.00 0.236
H -2.982 -0.822 0.062 0.08 0.03 -0.01 0.251
H -2.594 -1.359 1.712 0.05 0.03 0.01 0.251
H -1.358 -2.860 -2.116 -0.03 0.01 0.03 0.236
H 0.409 -3.002 -2.035 0.04 0.02 0.03 0.241
H -0.318 -1.467 -2.540 -0.01 0.01 0.01 0.266
H -0.339 -4.200 1.006 -0.03 0.02 -0.02 0.237
H 0.401 -3.129 2.230 0.00 0.05 -0.01 0.264
H 1.313 -3.594 0.780 0.01 0.06 -0.01 0.241
C -3.268 3.831 1.697 0.06 -0.08 -0.15 -1.099
Si -2.923 3.183 -0.029 -0.16 0.09 -0.01 1.588
C -4.284 1.998 -0.570 0.15 0.13 0.06 -1.096
C -2.766 4.603 -1.245 0.02 -0.15 0.10 -1.099
C -1.350 2.225 -0.006 -0.07 0.06 0.00 -0.548
C -0.309 1.600 0.008 0.16 -0.48 -0.02 -0.340
H -4.191 4.414 1.717 -0.02 0.01 -0.02 0.235
H -2.456 4.474 2.039 0.01 0.01 -0.01 0.244
H -3.366 3.016 2.415 0.00 -0.03 -0.01 0.240
H -5.249 2.505 -0.611 -0.01 0.02 0.00 0.238
H -4.376 1.165 0.130 0.00 0.00 0.02 0.229
H -4.076 1.591 -1.561 0.02 -0.01 -0.02 0.239
H -3.688 5.185 -1.286 -0.03 0.00 0.01 0.235
H -2.549 4.238 -2.250 0.00 -0.03 -0.01 0.243
H -1.955 5.272 -0.954 0.01 0.01 0.02 0.244



48
Properties=species:S:1:pos:R:3:forces:R:3:nbo_charge:R:1 method="wB97M-V/def2-TZVPD" orbital_gap_ev=5.35 charge=-1 homo_energy_ev=-3.4
Be 0.730 -0.010 0.029 2.25 -0.08 -0.64 1.644
O 4.151 2.556 0.863 0.79 1.53 0.76 -0.721
C 3.104 1.761 0.699 -1.82 -4.62 -2.99 0.928
O 1.938 2.143 0.812 -2.02 2.27 1.49 -0.812
O 3.250 0.582 0.233 1.02 0.38 0.86 -0.775
H 4.939 2.101 0.555 -0.13 -0.48 -0.09 0.496
O 1.070 -2.237 -3.538 -0.76 -1.29 -0.53 -0.733
C 2.067 -1.437 -3.202 5.06 6.85 2.21 0.937
O 1.874 -0.493 -2.313 -1.81 -2.10 -0.40 -0.824
O 3.203 -1.379 -3.824 -3.41 -2.12 0.13 -0.784
H 1.517 -2.666 -4.272 -0.20 -0.79 -0.54 0.489
O 2.358 -4.331 0.109 -0.09 -4.13 -0.19 -0.717
C 2.516 -3.064 0.021 7.08 5.97 -2.07 0.881
O 1.548 -2.421 0.420 -5.59 3.04 1.80 -0.878
O 3.513 -2.510 -0.414 1.46 -0.95 -0.35 -0.707
H 1.474 -3.961 0.175 -3.70 -2.90 0.93 0.489
C -0.618 1.835 -2.586 3.04 0.22 -1.39 0.772
O -0.143 1.771 -1.492 0.61 -0.15 3.18 -0.680
N 0.051 2.285 -3.632 2.03 1.77 -1.56 -0.832
N -1.778 1.434 -2.953 -4.71 -1.69 0.52 -0.829
H 0.960 2.667 -3.415 0.09 -0.46 -0.62 0.423
H -0.282 2.080 -4.564 0.72 0.29 0.24 0.374
H -2.088 1.550 -3.907 -0.50 -0.17 0.76 0.389
H -2.307 1.209 -2.123 -0.89 -0.53 -0.78 0.411
C 0.582 0.421 3.697 2.28 -2.76 -2.19 0.770
O 0.403 -0.104 2.609 -0.42 -0.27 -0.86 -0.685
N 1.650 0.052 4.410 1.13 -0.53 0.70 -0.853
N -0.152 1.357 4.186 -2.74 2.83 1.45 -0.829
H 2.201 -0.566 3.830 0.41 -0.33 0.77 0.437
H 1.690 0.134 5.416 0.35 -0.21 -0.41 0.379
H 0.229 1.862 4.973 -0.32 0.38 -0.49 0.383
H -0.648 1.805 3.428 -0.20 0.49 0.55 0.418
C -2.034 -2.274 -0.728 2.44 1.28 -0.96 0.775
O -1.347 -1.290 -0.457 -0.21 0.76 0.76 -0.712
N -3.192 -2.574 -0.208 -3.13 -0.16 2.18 -0.822
N -1.662 -3.111 -1.679 1.05 -1.16 -1.98 -0.824
H -3.537 -2.005 0.552 0.02 -0.36 -0.18 0.401
H -3.700 -3.387 -0.525 0.05 0.40 0.34 0.386
H -0.966 -2.726 -2.301 0.46 -0.41 -0.07 0.445
H -2.212 -3.903 -1.978 0.22 0.34 0.05 0.372
C -2.158 1.845 1.421 3.53 -0.52 -3.30 0.733
O -1.191 1.275 1.017 2.04 -1.20 -1.85 -0.634
N -2.819 1.415 2.395 -4.04 -2.53 6.05 -0.820
N -2.672 2.961 0.972 -1.24 3.43 -1.68 -0.847
H -3.555 2.036 2.698 -0.33 -1.22 0.48 0.372
H -2.681 0.461 2.695 -0.02 0.42 0.38 0.426
H -2.987 3.490 1.772 -0.12 1.09 -1.06 0.367
H -2.289 3.359 0.126 0.28 0.41 0.60 0.422



For each record above, in turn, the calculated energy relative to the best compared isomer or geometry (same formula, charge and spin) values are 7.9; 129.1; 553.9 kJ/mol.